ORCA calculation (ωB97M-V/def2-TZVPD) on a 2-piece molecular cluster, C7H16ClNSi overall in a non-equilibrium geometry.

```
26
Properties=species:S:1:pos:R:3:forces:R:3
C -2.575 0.423 0.101 0.53 -3.32 1.24
C -1.825 1.325 1.092 0.80 0.80 -0.46
C 0.955 -2.403 -0.987 -0.57 1.10 1.22
C 1.820 -0.758 2.320 0.41 3.24 3.74
C -0.520 1.900 -2.316 1.14 -1.18 -0.63
C 1.220 -2.258 0.531 -0.77 -3.82 1.09
C 1.381 -0.932 1.126 -0.84 1.71 -2.81
N 0.126 2.604 -1.166 -0.27 -0.39 0.28
Si -0.405 2.175 0.446 -1.76 -0.26 0.02
Cl 0.743 3.225 1.694 0.70 0.50 0.60
H -3.025 -0.449 0.716 0.45 1.31 -0.84
H -3.385 0.695 -0.587 0.32 0.81 0.30
H -2.050 1.197 2.220 0.66 0.51 -2.15
H -0.123 -2.126 -1.168 1.29 0.26 -0.39
H 1.045 -3.433 -1.289 0.20 -0.34 -0.08
H 1.758 -1.794 -1.471 -1.12 -0.31 -0.21
H 1.887 0.215 2.971 -0.12 -1.58 -1.99
H -1.797 -0.161 -0.475 -1.01 0.54 0.14
H 2.007 -1.582 2.934 0.46 -1.45 0.76
H 0.232 1.413 -3.044 -0.82 0.94 1.23
H -0.970 1.039 -1.805 -0.49 0.23 -0.93
H -1.259 2.439 -2.979 0.75 -0.09 1.22
H 0.414 -2.868 1.204 1.55 1.35 -1.79
H 2.157 -2.832 0.740 -0.57 0.36 -0.10
H 1.122 -0.066 0.473 0.15 -0.57 0.53
H 1.068 3.012 -1.281 -1.07 -0.34 -0.01
```
Forces are in eV/Å.

## Properties
lowest unoccupied orbital energy = 0.554 eV
relative energy (zero: lowest compared OMol25 entry of this formula, charge and spin) = 4.064 eV
frontier orbital gap = 7.9 eV

Löwdin atomic charge list, values in e, 6 entries:
1 C -0.266
2 C -0.360
3 C -0.112
4 C -0.029
5 C -0.166
6 C -0.299


ORCA calculation (ωB97M-V/def2-TZVPD) on one molecule with the formula C7H16FOP in a non-equilibrium geometry.

```
26
Properties=species:S:1:pos:R:3:forces:R:3
C 1.137 1.666 0.596 0.10 0.24 0.44
P 0.064 0.665 -0.587 0.72 1.46 0.27
C 1.619 -0.190 -1.291 0.01 -1.05 -0.60
C 1.922 -1.623 -0.748 0.46 0.41 0.23
C 1.612 -1.873 0.751 0.47 -0.42 -0.62
F 2.804 -2.286 1.384 -0.39 0.04 -0.02
C -1.536 1.520 0.047 -2.14 -1.62 -0.71
C -2.709 0.487 -0.211 1.28 1.08 2.39
C -3.140 -0.355 1.041 1.14 1.90 -3.77
O -3.928 0.747 0.455 0.47 -1.57 0.00
H 1.675 2.448 0.030 -0.26 -0.39 -0.02
H 0.569 2.179 1.382 0.03 -0.20 -0.32
H 1.913 1.061 1.090 -0.26 0.04 -0.35
H -0.171 1.256 -1.874 -0.03 -0.18 0.18
H -0.562 -0.586 -0.286 0.29 -0.11 -0.01
H 1.450 -0.297 -2.381 0.05 0.12 0.41
H 2.520 0.439 -1.190 -0.42 -0.08 0.08
H 1.462 -2.421 -1.351 -0.09 0.46 0.16
H 3.010 -1.780 -0.860 -0.41 -0.09 0.14
H 1.271 -0.996 1.313 -0.06 -0.26 -0.22
H 0.897 -2.707 0.821 0.17 0.37 0.37
H -1.581 1.648 1.137 0.23 0.44 -0.35
H -1.810 2.426 -0.518 0.49 0.04 0.39
H -2.729 -0.023 -1.192 -0.36 0.33 0.46
H -2.590 -0.100 1.941 -0.35 -0.46 0.01
H -3.169 -1.303 0.503 -1.14 -0.51 1.47
```
Forces are in eV/Å.

## Properties
lowest unoccupied orbital energy = 0.854 eV
relative energy (zero: lowest compared OMol25 entry of this formula, charge and spin) = 4.231 eV
frontier orbital gap = 9.2 eV

Löwdin atomic charge list, values in e, 6 entries:
1 C -0.223
2 P 0.771
3 C -0.374
4 C -0.224
5 C -0.217
6 F -0.089


ORCA calculation (ωB97M-V/def2-TZVPD) on a 2-piece molecular cluster, C7H16I2P overall in a non-equilibrium geometry.

```
26
Properties=species:S:1:pos:R:3:forces:R:3
C 0.137 -1.388 1.856 4.77 -1.24 0.81
C 0.551 0.795 2.925 2.53 -0.28 2.12
C -1.132 1.456 -1.782 0.38 3.09 -2.51
C 0.190 -0.415 -2.790 3.11 -0.77 -0.95
C -1.546 -0.891 -0.944 1.75 0.27 2.12
C 1.058 -0.127 1.847 -2.07 -0.01 -0.70
C -0.661 0.040 -1.739 -1.16 1.08 2.12
P 1.139 0.654 0.148 0.60 -1.18 -0.02
I 2.966 -0.807 -0.746 -0.33 0.79 0.33
I 1.885 2.898 0.703 0.00 -0.43 -0.55
H -0.861 -1.264 1.771 -3.10 0.84 -0.34
H 0.355 -1.909 2.814 -0.36 0.52 -0.31
H 0.508 -2.131 1.162 -0.16 -0.13 -0.63
H 0.089 0.116 3.604 -0.64 -0.24 0.83
H -0.133 1.572 2.747 -0.75 1.04 -0.70
H 1.449 1.161 3.529 -1.32 0.11 -0.94
H -1.988 1.704 -2.532 1.16 -1.27 0.85
H -0.321 2.228 -2.231 -1.52 -1.94 1.30
H -1.545 1.874 -0.866 0.31 -0.33 0.24
H -0.535 -0.734 -3.552 0.10 0.63 -0.61
H 0.752 -1.382 -2.666 -0.76 0.77 0.58
H 1.037 0.329 -3.076 -2.06 -1.01 -0.07
H -2.026 -0.333 -0.072 0.81 -0.97 -1.08
H -2.324 -1.154 -1.575 -1.86 -0.42 -1.58
H -1.092 -1.896 -0.663 -0.27 1.53 -0.17
H 2.047 -0.397 2.129 0.84 -0.44 -0.14
```
Forces are in eV/Å.

## Properties
lowest unoccupied orbital energy = -5.246 eV
relative energy (zero: lowest compared OMol25 entry of this formula, charge and spin) = 0.270 eV
frontier orbital gap = 7.5 eV
charge = +1

Löwdin atomic charge list, values in e, 6 entries:
1 C -0.123
2 C -0.195
3 C -0.133
4 C -0.144
5 C -0.051
6 C -0.715


ORCA calculation (ωB97M-V/def2-TZVPD) on one molecule with the formula C7H16N in a non-equilibrium geometry.

```
24
Properties=species:S:1:pos:R:3:forces:R:3
C -0.927 0.382 -2.132 -0.35 2.13 0.40
C -1.123 0.619 -0.643 0.62 2.12 -0.36
C -1.028 -0.582 0.179 2.82 -0.75 0.07
C 0.500 -1.152 0.279 -2.11 1.96 0.66
C 1.704 -0.138 0.117 -1.45 0.43 0.02
C 2.641 -0.676 1.107 0.10 0.77 4.23
C 2.576 -0.202 2.391 2.03 -2.03 -1.69
N -2.589 1.224 -0.472 4.52 -3.64 -3.13
H -1.859 -0.024 -2.357 -1.50 -0.62 -1.50
H -0.209 -0.274 -2.514 1.47 -1.36 0.39
H -0.719 1.314 -2.681 -0.60 -0.12 0.22
H -0.375 1.414 -0.272 -1.68 -1.07 -0.38
H -1.244 -0.373 1.168 -0.59 1.00 2.14
H -1.748 -1.337 -0.018 -0.37 -0.96 -0.94
H 0.476 -1.465 1.361 0.58 -0.43 -1.57
H 0.562 -1.896 -0.463 0.41 -1.42 -0.39
H 2.201 -0.080 -0.809 0.12 -0.78 -1.86
H 1.384 0.940 0.176 0.46 -1.03 1.13
H 3.120 -1.673 1.018 -0.48 0.75 -0.55
H 3.042 -0.757 3.198 0.18 -0.07 -0.10
H 2.281 0.756 2.680 -1.09 1.37 0.04
H -3.268 0.719 -1.010 -1.24 -0.87 -1.14
H -2.561 2.130 -0.721 -0.25 4.85 -1.27
H -2.835 1.131 0.417 -1.61 -0.22 5.59
```
Forces are in eV/Å.

## Properties
lowest unoccupied orbital energy (spin up / spin down) = 0.940 / 0.769 eV
relative energy (zero: lowest compared OMol25 entry of this formula, charge and spin) = 4.188 eV
2S+1 = 2
frontier orbital gap (spin up / spin down) = 4.2 / 10.3 eV

Löwdin atomic charge list, values in e, 6 entries:
1 C -0.072
2 C -0.398
3 C -0.208
4 C -0.114
5 C -0.218
6 C -0.197